7
Properties=species:S:1:pos:R:3 method="wB97M-V/def2-TZVPD" spin_multiplicity=1 max_force_ev_per_a=3.438 e_lumo_ev=1.270 relative_energy_ev=0.4068 homo_ev=-9.2 energy_ev=-2607.4948 homo_lumo_gap_ev=10.49
N 0.738 0.526 -0.004
C -0.405 -0.335 0.182
H -1.170 0.094 0.833
H 1.311 0.381 -0.849
H -0.007 -1.363 0.602
H -0.942 -0.759 -0.627
H 0.475 1.456 -0.136



12
Properties=species:S:1:pos:R:3 method="wB97M-V/def2-TZVPD" spin_multiplicity=1 max_force_ev_per_a=2.754 e_lumo_ev=-0.452 relative_energy_ev=1.2541 homo_ev=-9.4 energy_ev=-19611.2571 homo_lumo_gap_ev=8.99
S -2.508 0.443 -0.013
O -0.585 -1.856 0.398
O 2.461 0.429 0.049
N 0.145 0.402 -0.003
C 1.397 1.002 0.169
C -1.041 1.070 0.149
C 0.194 -1.035 -0.402
H 1.271 -1.508 -0.405
H -0.756 2.008 0.469
H 1.216 2.012 0.512
H -0.257 -1.228 -1.368
H -1.536 -1.739 0.445



97
Properties=species:S:1:pos:R:3 method="wB97M-V/def2-TZVPD" spin_multiplicity=1 max_force_ev_per_a=1.414 e_lumo_ev=2.161 charge=-1 homo_ev=-4.2 energy_ev=-426395.4725 homo_lumo_gap_ev=6.33
Tl -0.482 0.548 -0.969
As -2.316 0.302 2.033
As -0.368 -2.761 -0.319
As -0.811 3.324 0.761
As -1.265 3.740 6.268
As -1.593 -4.570 -5.262
As 1.872 -1.135 -2.685
S 1.555 0.554 0.861
S 1.305 2.380 -2.071
N 7.564 0.013 0.321
N 7.232 2.271 -3.073
C 3.768 -1.688 -2.602
C -0.082 -4.425 0.754
C 2.774 1.789 -1.360
C 6.550 0.416 -0.050
C -3.612 3.302 2.529
C 2.076 -0.035 -4.306
C -0.622 -3.558 -2.124
C 4.146 0.591 0.226
C 0.548 -3.880 -3.050
C -1.141 3.629 2.708
C -2.226 1.524 3.595
C 5.306 0.896 -0.481
C -1.829 -2.625 -5.538
C 0.040 -4.856 -4.130
C -4.211 -0.295 2.276
C 2.880 1.006 -0.177
C -0.076 2.172 6.091
C -2.342 -2.712 -0.079
C 0.046 5.066 5.615
C 1.131 -2.654 -3.748
C 3.942 2.136 -2.031
C -1.464 -1.119 3.098
C 6.328 2.021 -2.405
C -2.587 3.702 4.752
C 0.944 4.191 0.831
C -3.085 -4.787 -3.970
C 1.654 -4.575 -2.258
C 5.201 1.700 -1.636
C -2.371 3.028 3.384
C -1.732 4.927 0.029
H 0.681 5.364 6.451
H -2.789 4.745 -0.156
H 1.299 4.365 -0.183
H -3.727 4.373 2.357
H -2.733 -1.779 -0.490
H 4.029 -2.353 -3.427
H -2.934 -5.665 -3.343
H -4.394 -1.177 1.664
H -2.803 -2.501 -6.015
H -0.410 -0.866 3.204
H -0.456 5.958 5.246
H -0.237 -4.173 1.804
H 1.101 0.327 -4.632
H -3.233 -3.916 -3.336
H 2.688 0.836 -4.081
H 2.452 -4.913 -2.917
H -1.156 4.715 2.852
H -1.821 -2.036 -4.623
H -0.140 -5.834 -3.662
H -4.000 -4.945 -4.545
H 0.431 2.127 5.130
H -2.810 4.765 4.587
H 1.911 -2.993 -4.441
H -1.073 -2.237 -6.220
H -2.825 -3.554 -0.579
H -4.419 -0.537 3.319
H -1.527 -2.092 2.619
H -2.979 1.188 4.320
H 0.945 -4.775 0.662
H -1.254 5.159 -0.923
H -0.613 1.242 6.265
H 4.388 -0.794 -2.674
H 3.847 2.770 -2.901
H -1.191 -4.481 -1.972
H 0.350 -2.195 -4.355
H 0.851 -5.022 -4.853
H -3.500 2.802 1.561
H 2.541 -0.598 -5.117
H -3.497 3.274 5.197
H -4.510 2.926 3.023
H -4.900 0.484 1.952
H -1.243 1.321 4.016
H 1.257 -5.440 -1.729
H 1.658 3.534 1.326
H -2.612 -2.748 0.973
H -1.631 5.791 0.688
H 4.005 -2.182 -1.660
H 2.069 -3.870 -1.533
H -1.283 -2.839 -2.619
H -0.243 3.241 3.197
H 4.220 0.007 1.131
H 0.684 4.665 4.832
H -0.758 -5.235 0.482
H 0.685 2.264 6.868
H -1.923 -1.184 4.086
H 0.885 5.142 1.366



86
Properties=species:S:1:pos:R:3 method="wB97M-V/def2-TZVPD" spin_multiplicity=3 max_force_ev_per_a=0.653 e_lumo_ev="-2.644 / -3.102" relative_energy_ev=0.3744 charge=+1 homo_ev="-9.2 / -11.4" energy_ev=-69194.5683 homo_lumo_gap_ev="6.56 / 8.32"
Au -0.583 -0.332 0.502
P 0.080 3.522 -0.245
P -0.578 -2.571 -0.608
O 0.001 2.029 -0.369
N 0.140 -0.287 2.841
N 1.896 0.055 -1.720
N 5.624 0.356 0.915
N 1.677 -0.155 0.570
N 3.794 0.205 -0.446
N 3.569 0.203 1.924
C -3.752 0.031 -0.144
C -2.556 0.100 0.776
C -1.963 3.604 -2.051
C -2.708 6.229 -1.523
C -1.653 5.661 -0.826
C 0.065 4.027 1.478
C 0.503 5.614 3.236
C 1.621 4.158 -0.920
C -4.695 -1.092 0.342
C -0.560 3.513 3.747
C 0.686 -3.467 0.360
C -0.185 0.005 5.181
C -2.020 -3.666 -0.462
C 0.574 5.258 1.897
C 2.895 5.327 -2.599
C -3.390 5.488 -2.481
C 1.160 0.283 5.341
C -0.064 4.743 4.158
C -0.029 -2.867 -2.322
C 1.436 -0.018 2.995
C 4.070 4.962 -1.959
C -1.274 4.344 -1.091
C 4.296 0.240 0.786
C 2.810 3.794 -0.279
C 1.667 4.926 -2.082
C 2.284 0.006 1.752
C 2.477 0.051 -0.508
C -0.499 3.154 2.407
C -3.020 4.176 -2.746
C 4.030 4.195 -0.799
C -3.378 -0.226 -1.606
C -4.508 1.369 -0.067
C -0.656 -0.280 3.907
C 1.990 0.266 4.231
H -4.219 5.935 -3.017
H 0.748 5.209 -2.581
H 1.652 -2.979 0.233
H -0.739 -2.437 -3.029
H -1.718 -4.688 -0.697
H -2.863 0.640 -2.034
H -0.116 5.026 5.203
H -3.003 7.250 -1.315
H 3.049 0.471 4.300
H -4.880 1.544 0.947
H 1.561 0.510 6.321
H -3.558 3.597 -3.486
H 5.024 5.282 -2.361
H -2.809 -3.356 -1.146
H -1.136 6.241 -0.070
H 2.773 3.200 0.630
H -0.999 2.835 4.470
H 1.049 5.924 1.184
H 0.899 6.569 3.562
H 4.950 3.915 -0.300
H -4.276 -0.417 -2.201
H 6.199 0.355 0.092
H 2.931 5.926 -3.501
H -3.853 2.200 -0.341
H -1.701 -0.512 3.723
H -5.586 -1.147 -0.294
H -1.668 2.577 -2.234
H 0.424 -3.442 1.418
H -2.754 0.618 1.722
H 0.765 -4.505 0.031
H -2.408 -3.627 0.556
H -0.887 2.198 2.067
H -4.191 -2.061 0.314
H 0.049 -3.941 -2.499
H 6.037 0.351 1.830
H 0.931 0.357 -1.739
H -2.716 -1.089 -1.702
H -5.020 -0.905 1.369
H 2.486 0.367 -2.474
H -0.864 0.005 6.024
H -5.367 1.368 -0.747
H 0.943 -2.399 -2.474



15
Properties=species:S:1:pos:R:3 method="wB97M-V/def2-TZVPD" spin_multiplicity=1 max_force_ev_per_a=0.369 e_lumo_ev=0.967 relative_energy_ev=2.2721 homo_ev=-9.7 energy_ev=-9407.5600 homo_lumo_gap_ev=10.69
O -0.948 -0.028 1.550
O 1.450 0.784 -1.050
C -1.417 0.167 -0.825
C -0.374 0.012 0.261
C 1.766 -0.078 0.043
C 0.803 1.010 0.197
C 0.672 -1.140 0.111
H 2.807 -0.140 0.341
H -2.074 -0.708 -0.880
H 0.582 -1.789 -0.765
H -2.039 1.057 -0.650
H 0.706 -1.734 1.029
H -1.853 0.290 1.467
H 0.894 1.990 0.658
H -0.923 0.292 -1.789



10
Properties=species:S:1:pos:R:3 method="wB97M-V/def2-TZVPD" spin_multiplicity=1 max_force_ev_per_a=2.294 e_lumo_ev="-0.251 / -2.468" relative_energy_ev=6.5504 homo_ev="-10.5 / -8.7" energy_ev=-13134.7691 homo_lumo_gap_ev="10.23 / 6.26"
F -0.819 0.817 1.106
F -2.664 -0.473 0.952
O -1.024 -2.499 0.271
O 0.620 -1.035 0.017
N -0.552 -1.371 0.355
C -1.379 -0.307 0.685
C 1.454 1.372 -0.899
H 1.778 0.495 -1.509
H 2.229 1.787 -0.250
H 0.357 1.214 -0.729



Please write out number 4 again, unchanged.
86
Properties=species:S:1:pos:R:3 method="wB97M-V/def2-TZVPD" spin_multiplicity=3 max_force_ev_per_a=0.653 e_lumo_ev="-2.644 / -3.102" relative_energy_ev=0.3744 charge=+1 homo_ev="-9.2 / -11.4" energy_ev=-69194.5683 homo_lumo_gap_ev="6.56 / 8.32"
Au -0.583 -0.332 0.502
P 0.080 3.522 -0.245
P -0.578 -2.571 -0.608
O 0.001 2.029 -0.369
N 0.140 -0.287 2.841
N 1.896 0.055 -1.720
N 5.624 0.356 0.915
N 1.677 -0.155 0.570
N 3.794 0.205 -0.446
N 3.569 0.203 1.924
C -3.752 0.031 -0.144
C -2.556 0.100 0.776
C -1.963 3.604 -2.051
C -2.708 6.229 -1.523
C -1.653 5.661 -0.826
C 0.065 4.027 1.478
C 0.503 5.614 3.236
C 1.621 4.158 -0.920
C -4.695 -1.092 0.342
C -0.560 3.513 3.747
C 0.686 -3.467 0.360
C -0.185 0.005 5.181
C -2.020 -3.666 -0.462
C 0.574 5.258 1.897
C 2.895 5.327 -2.599
C -3.390 5.488 -2.481
C 1.160 0.283 5.341
C -0.064 4.743 4.158
C -0.029 -2.867 -2.322
C 1.436 -0.018 2.995
C 4.070 4.962 -1.959
C -1.274 4.344 -1.091
C 4.296 0.240 0.786
C 2.810 3.794 -0.279
C 1.667 4.926 -2.082
C 2.284 0.006 1.752
C 2.477 0.051 -0.508
C -0.499 3.154 2.407
C -3.020 4.176 -2.746
C 4.030 4.195 -0.799
C -3.378 -0.226 -1.606
C -4.508 1.369 -0.067
C -0.656 -0.280 3.907
C 1.990 0.266 4.231
H -4.219 5.935 -3.017
H 0.748 5.209 -2.581
H 1.652 -2.979 0.233
H -0.739 -2.437 -3.029
H -1.718 -4.688 -0.697
H -2.863 0.640 -2.034
H -0.116 5.026 5.203
H -3.003 7.250 -1.315
H 3.049 0.471 4.300
H -4.880 1.544 0.947
H 1.561 0.510 6.321
H -3.558 3.597 -3.486
H 5.024 5.282 -2.361
H -2.809 -3.356 -1.146
H -1.136 6.241 -0.070
H 2.773 3.200 0.630
H -0.999 2.835 4.470
H 1.049 5.924 1.184
H 0.899 6.569 3.562
H 4.950 3.915 -0.300
H -4.276 -0.417 -2.201
H 6.199 0.355 0.092
H 2.931 5.926 -3.501
H -3.853 2.200 -0.341
H -1.701 -0.512 3.723
H -5.586 -1.147 -0.294
H -1.668 2.577 -2.234
H 0.424 -3.442 1.418
H -2.754 0.618 1.722
H 0.765 -4.505 0.031
H -2.408 -3.627 0.556
H -0.887 2.198 2.067
H -4.191 -2.061 0.314
H 0.049 -3.941 -2.499
H 6.037 0.351 1.830
H 0.931 0.357 -1.739
H -2.716 -1.089 -1.702
H -5.020 -0.905 1.369
H 2.486 0.367 -2.474
H -0.864 0.005 6.024
H -5.367 1.368 -0.747
H 0.943 -2.399 -2.474



Please write out number 6 again, unchanged.
10
Properties=species:S:1:pos:R:3 method="wB97M-V/def2-TZVPD" spin_multiplicity=1 max_force_ev_per_a=2.294 e_lumo_ev="-0.251 / -2.468" relative_energy_ev=6.5504 homo_ev="-10.5 / -8.7" energy_ev=-13134.7691 homo_lumo_gap_ev="10.23 / 6.26"
F -0.819 0.817 1.106
F -2.664 -0.473 0.952
O -1.024 -2.499 0.271
O 0.620 -1.035 0.017
N -0.552 -1.371 0.355
C -1.379 -0.307 0.685
C 1.454 1.372 -0.899
H 1.778 0.495 -1.509
H 2.229 1.787 -0.250
H 0.357 1.214 -0.729